(1)
Molecular formula: CH33O18
Method: DFT, ωB97M-V/def2-TZVPD

```
! RIJCOSX wB97M-V def2-TZVPD def2/J DEFGRID3
* xyz -1 1
O 0.744 -0.518 0.539
C 0.422 0.695 0.237
O 0.320 1.578 1.109
H 0.264 0.877 -0.797
H -0.537 0.061 3.584
H 0.267 1.509 3.524
O -0.626 1.107 3.576
H -1.843 0.991 -2.728
H -1.036 2.020 -3.579
O -0.980 1.376 -2.916
H -2.396 -2.690 0.080
H -1.446 -3.803 0.410
O -2.187 -3.653 -0.037
H 0.606 -2.887 1.546
H 1.119 -3.329 0.136
O 0.852 -3.702 0.976
H -3.025 -0.334 1.371
H -1.724 -0.177 1.632
O -2.229 -0.726 0.903
H -2.273 2.860 1.819
H -1.699 1.793 2.775
O -2.633 2.063 2.346
H 2.616 0.152 -2.637
H 3.611 0.473 -1.562
O 3.172 -0.243 -1.967
H 1.655 3.371 -1.496
H 0.581 2.591 -2.182
O 1.476 2.929 -2.265
H -3.608 0.799 -1.414
H -2.574 -0.038 -0.606
O -2.780 0.649 -1.268
H 1.423 -0.319 2.122
H 2.199 -1.303 3.270
O 1.842 -0.367 3.125
H 0.168 -1.420 1.686
H -1.118 -2.142 2.197
O -0.239 -1.952 2.502
H 0.311 4.028 0.664
H -0.868 3.360 0.391
O -0.541 4.174 0.136
H -0.598 -2.559 -2.599
H -1.492 -3.210 -1.590
O -1.407 -3.099 -2.523
H 2.957 0.913 2.068
H 2.452 2.113 1.459
O 3.289 1.749 1.739
H 2.423 -1.901 -1.883
H 1.116 -1.553 -1.382
O 1.674 -2.343 -1.562
H 0.700 0.806 -3.380
H 0.488 -0.696 -3.983
O 1.109 -0.076 -3.566
*
```

Calculated values
* HOMO: -7.44 eV
* energy: -38429.6565 eV
* orbital gap: 9.741 eV



(2)
Molecular formula: CH35CdO20
Method: DFT, ωB97M-V/def2-TZVPD

```
! RIJCOSX wB97M-V def2-TZVPD def2/J DEFGRID3
* xyz 1 1
Cd 2.191 2.402 2.458
C 0.468 0.535 0.182
O 0.288 1.505 -0.489
O -0.021 -0.624 -0.300
O 1.044 0.591 1.320
H -0.258 -0.633 -1.192
O 0.500 1.758 -3.154
H 0.963 2.568 -3.143
H 0.222 1.484 -2.257
O -1.408 1.437 3.210
H -1.541 0.572 2.738
H -2.326 1.735 3.458
O -2.635 1.791 -2.576
H -3.628 1.555 -2.636
H -2.269 0.897 -2.667
O 0.232 -3.348 -2.402
H 0.898 -3.632 -3.059
H -0.252 -2.642 -2.797
O -0.156 3.195 1.564
H -0.061 2.691 0.783
H -0.717 2.716 2.182
O -1.214 -0.538 -2.753
H -1.724 -1.345 -2.562
H -1.303 -0.290 -3.655
O -2.413 1.663 0.050
H -2.766 1.888 -0.840
H -1.468 1.594 -0.132
O -0.595 4.198 -1.277
H -1.407 4.295 -0.818
H -0.682 3.330 -1.634
O 2.664 -0.591 -1.710
H 2.924 0.021 -2.350
H 3.342 -0.334 -1.020
O 1.166 -1.955 2.171
H 0.761 -1.149 1.899
H 1.100 -2.552 1.429
O 3.801 -1.513 1.079
H 4.154 -2.053 1.761
H 2.853 -1.503 1.089
O 2.597 0.365 3.635
H 3.512 -0.015 3.862
H 2.293 -0.360 3.089
O 0.807 -3.571 0.069
H 0.813 -3.189 -0.826
H 1.289 -4.349 0.052
O -3.175 -0.870 -0.131
H -3.163 0.094 0.014
H -2.470 -1.275 0.324
O -1.887 -1.026 2.443
H -1.531 -1.780 1.975
H -2.738 -1.388 2.777
O -1.747 -3.162 0.328
H -1.925 -3.560 1.198
H -0.867 -3.387 0.161
O 2.452 2.783 0.033
H 1.747 2.363 -0.507
H 3.266 2.610 -0.446
*
```

Calculated values
* HOMO: -12.39 eV
* energy: -47114.0161 eV
* orbital gap: 6.009 eV



(3)
Molecular formula: CH36O17
Method: DFT, ωB97M-V/def2-TZVPD

```
! RIJCOSX wB97M-V def2-TZVPD def2/J DEFGRID3
* xyz 0 1
O 3.509 8.490 -15.864
H 4.315 8.175 -15.368
H 2.839 7.787 -15.872
H 3.074 9.231 -15.320
C 3.280 7.497 -12.950
O 3.362 7.067 -11.589
H 3.886 6.885 -13.591
H 3.679 8.502 -13.086
H 2.215 7.440 -13.271
O 1.069 4.999 -13.934
H 0.303 4.464 -14.024
H 1.101 5.118 -12.989
O 1.115 7.633 -15.998
H 0.640 6.845 -16.169
H 0.487 8.191 -15.528
O -0.953 6.947 -13.395
H -1.220 6.642 -12.534
H -0.345 6.314 -13.665
O 1.707 5.106 -11.454
H 1.143 5.527 -10.803
H 2.461 5.681 -11.569
O 2.396 10.537 -14.615
H 2.690 10.814 -13.769
H 1.531 10.102 -14.532
O 1.163 8.650 -11.104
H 1.634 8.059 -11.684
H 0.316 8.212 -10.870
O 4.621 4.783 -12.580
H 4.066 5.526 -12.856
H 4.446 4.615 -11.621
O 3.799 9.442 -10.292
H 3.546 8.594 -10.737
H 4.035 9.159 -9.398
O 6.784 5.049 -14.240
H 6.009 4.851 -13.735
H 7.411 5.531 -13.666
O 6.007 7.078 -10.878
H 5.735 7.254 -9.990
H 5.210 6.821 -11.363
O 4.489 4.338 -9.889
H 4.108 5.110 -9.449
H 4.224 3.610 -9.350
O 0.015 9.381 -14.279
H -0.267 8.505 -13.945
H -0.740 9.882 -14.026
O 3.582 6.784 -8.836
H 3.450 6.848 -9.799
H 2.705 6.621 -8.569
O 6.071 7.743 -14.980
H 6.148 6.818 -14.893
H 6.116 8.139 -14.092
O 3.443 5.707 -15.854
H 2.691 5.107 -15.695
H 3.761 5.298 -16.637
*
```

Calculated values
* HOMO: -9.01 eV
* energy: -36428.4995 eV
* orbital gap: 8.546 eV



(4)
Molecular formula: CH3Br2ClOSi
Method: DFT, ωB97M-V/def2-TZVPD

```
! RIJCOSX wB97M-V def2-TZVPD def2/J DEFGRID3
* xyz 0 1
C -0.754 -0.300 0.643
O 0.206 -0.198 -0.329
Si 1.637 0.407 -0.338
Cl 2.718 0.352 1.381
Br 2.532 -0.380 -2.111
Br -3.299 0.903 -2.088
H -0.797 -1.284 0.900
H -1.615 0.281 0.324
H -0.629 0.219 1.619
*
```

Calculated values
* HOMO (spin up / spin down): -11.02 / -7.39 eV
* energy: -163618.3160 eV
* orbital gap (spin up / spin down): 10.416 / 3.527 eV



(5)
Molecular formula: CH3Br2ClOSi
Method: DFT, ωB97M-V/def2-TZVPD

```
! RIJCOSX wB97M-V def2-TZVPD def2/J DEFGRID3
* xyz 0 1
C -1.349 0.202 0.470
O -0.204 0.693 -0.182
Si 1.206 -0.002 -0.489
Cl 2.289 1.362 -1.451
Br 2.120 -0.668 1.401
Br 0.878 -1.839 -1.658
H -2.089 0.999 0.471
H -1.109 -0.080 1.497
H -1.743 -0.668 -0.060
*
```

Calculated values
* HOMO: -10.66 eV
* energy: -163623.2749 eV
* SMILES: CO[Si](Cl)(Br)Br
* orbital gap: 11.077 eV



(6)
Molecular formula: CH3Br2IOSi
Method: DFT, ωB97M-V/def2-TZVPD

```
! RIJCOSX wB97M-V def2-TZVPD def2/J DEFGRID3
* xyz 0 1
C 0.980 -0.417 -0.577
O 0.091 -0.720 0.550
Si -1.157 0.000 1.146
Br -1.310 -0.851 3.141
Br -1.156 0.610 -2.766
I -0.943 2.388 1.020
H 0.564 -0.648 -1.582
H 1.855 -1.045 -0.210
H 1.076 0.683 -0.721
*
```

Calculated values
* HOMO (spin up / spin down): -8.19 / -8.20 eV
* energy: -159196.5059 eV
* orbital gap (spin up / spin down): 4.501 / 4.518 eV



(7)
Molecular formula: CH3Br2P
Method: DFT, ωB97M-V/def2-TZVPD

```
! RIJCOSX wB97M-V def2-TZVPD def2/J DEFGRID3
* xyz 0 3
C -0.929 1.521 -0.551
P 0.986 -1.374 0.898
Br -1.681 0.334 0.665
Br 2.517 -2.921 0.775
H -1.632 2.178 -0.912
H 0.157 1.859 -0.444
H 0.581 -1.597 -0.430
*
```

Calculated values
* HOMO (spin up / spin down): -8.40 / -9.78 eV
* energy: -150456.3928 eV
* orbital gap (spin up / spin down): 9.079 / 8.415 eV
* <S²>: 2.0081